(1)
{"formula": "C20H28F3MnO5S", "method": "the ωB97M-V functional and the def2-TZVPD basis", "lumo_ev": [2.36, 2.36], "charge": -1, "multiplicity": 6, "orbital_gap_ev": [5.09, 7.84], "elements": ["O", "C", "C", "H", "H", "C", "H", "H", "C", "H", "H", "H", "C", "H", "H", "H", "Mn", "C", "C", "C", "H", "C", "C", "H", "H", "H", "H", "C", "C", "C", "H", "C", "C", "H", "H", "H", "H", "O", "C", "C", "H", "H", "C", "H", "H", "C", "H", "H", "H", "H", "F", "C", "F", "F", "S", "O", "O", "O"], "positions_angstrom": [[-0.40051, -0.27580, -3.35919], [0.90187, -0.01539, -3.90236], [0.43662, 1.23701, -4.63746], [1.16917, -0.81374, -4.59625], [1.64809, 0.20186, -3.13326], [-0.93086, 0.98640, -3.86624], [0.44339, 1.17910, -5.71734], [0.95410, 2.14048, -4.28800], [-2.21110, 0.59199, -4.54949], [-2.00234, -0.26045, -5.21212], [-2.68025, 1.41775, -5.09914], [-2.91402, 0.24758, -3.77039], [-1.05481, 2.18324, -2.93090], [-0.07679, 2.54924, -2.57204], [-1.68073, 2.05503, -2.04409], [-1.48820, 3.01779, -3.51492], [-0.00799, 0.15375, -0.05191], [0.89383, 1.47972, 1.29364], [1.73881, 0.32577, 1.13593], [2.12916, 0.23936, -0.24467], [2.10095, -0.31511, 1.93605], [1.55601, 1.36530, -0.93708], [0.76118, 2.11927, 0.00149], [0.24680, 3.05931, -0.19634], [0.52482, 1.87186, 2.24225], [2.80037, -0.49572, -0.67403], [1.79390, 1.65602, -1.95681], [-1.27949, -0.45306, 1.50240], [-1.77114, 0.76221, 0.87578], [-2.14551, 0.42695, -0.47151], [-1.95821, 1.71428, 1.37382], [-1.74819, -0.92517, -0.73306], [-1.27457, -1.48547, 0.50541], [-1.07906, -2.53845, 0.68408], [-1.06547, -0.57820, 2.56506], [-2.76832, 1.04289, -1.11809], [-1.85618, -1.46442, -1.67457], [0.16863, -1.29920, -6.17636], [-0.10343, -0.55788, -7.39923], [0.46886, -1.28342, -8.63581], [0.42460, 0.41305, -7.41111], [-1.17059, -0.29963, -7.44630], [1.44130, -2.32246, -8.02959], [1.00217, -0.54606, -9.25098], [-0.32376, -1.73757, -9.24299], [1.16207, -2.31329, -6.51060], [2.46488, -2.01209, -8.25786], [1.26600, -3.31993, -8.43648], [2.05903, -2.10808, -5.91641], [0.82404, -3.30524, -6.17321], [0.15221, -4.29973, 1.83186], [1.32355, -3.63119, 1.95121], [1.05271, -2.42690, 2.53421], [2.13312, -4.31537, 2.77873], [2.12008, -3.35865, 0.27368], [3.22719, -2.46516, 0.58702], [2.45061, -4.70662, -0.14551], [1.02929, -2.71588, -0.47994]]}

---

(2)
{"formula": "C19H21BrN3O2ReSi", "method": "the ωB97M-V functional and the def2-TZVPD basis", "lumo_ev": [-11.40, -12.06], "charge": 3, "multiplicity": 4, "orbital_gap_ev": [6.12, 5.46], "elements": ["Re", "O", "C", "C", "C", "N", "C", "Br", "C", "H", "H", "H", "H", "C", "Si", "C", "C", "C", "C", "C", "C", "C", "H", "H", "H", "H", "H", "H", "H", "H", "H", "H", "H", "N", "C", "O", "C", "C", "C", "C", "N", "C", "H", "H", "H", "H", "H", "H"], "positions_angstrom": [[-0.44467, 1.30459, 0.46145], [-2.33869, 0.13645, -5.14285], [-1.80406, 0.29899, -3.97130], [-0.54118, -0.20584, -3.58613], [-0.07698, 0.02970, -2.32488], [-0.80360, 0.74951, -1.42422], [-2.01385, 1.21817, -1.81564], [-2.82343, 2.13396, -0.34785], [-2.57110, 1.04089, -3.03339], [-1.80617, -0.37256, -5.77628], [0.06087, -0.78177, -4.27711], [0.87572, -0.35621, -1.98426], [-3.54579, 1.42562, -3.30406], [0.30236, -0.82061, 3.34199], [-1.03925, -0.57969, 2.08116], [-2.27341, 0.70481, 2.71904], [-1.69758, -2.08224, 1.26941], [-1.56538, -2.50206, -0.05392], [-2.12118, -3.69477, -0.47848], [-2.82780, -4.49065, 0.41620], [-2.97438, -4.09253, 1.73811], [-2.41109, -2.90213, 2.16298], [-0.12822, -1.60481, 3.98421], [0.50628, 0.02128, 3.99974], [1.22319, -1.24286, 2.93963], [-2.51720, 0.23607, 3.68712], [-3.19285, 0.75297, 2.14086], [-1.93577, 1.71084, 2.99484], [-0.99678, -1.91197, -0.76615], [-1.99987, -4.02077, -1.50250], [-3.25452, -5.42835, 0.08613], [-3.52057, -4.71295, 2.43523], [-2.53225, -2.62114, 3.20625], [4.26665, 2.72247, -2.54847], [4.72813, 2.36130, -1.33527], [5.88000, 2.14474, -1.06274], [3.70631, 2.16599, -0.21591], [4.20719, 2.26978, 1.08605], [3.36745, 2.07090, 2.17003], [2.06309, 1.70306, 1.93239], [1.57471, 1.55173, 0.67742], [2.38778, 1.81782, -0.38357], [4.95580, 2.87066, -3.27241], [3.35127, 3.10589, -2.69763], [5.25846, 2.50736, 1.20540], [3.71913, 2.17273, 3.18736], [1.38042, 1.49494, 2.74567], [1.94277, 1.70069, -1.36364]]}

---

(3)
{"formula": "C7H8BF2O3S8SbY", "method": "the ωB97M-V functional and the def2-TZVPD basis", "lumo_ev": [4.01, 3.49], "charge": -2, "multiplicity": 2, "orbital_gap_ev": [5.41, 4.68], "elements": ["Y", "S", "Sb", "S", "S", "S", "S", "S", "S", "C", "S", "O", "C", "C", "C", "C", "C", "C", "H", "H", "H", "H", "H", "H", "H", "H", "F", "B", "F", "O", "O"], "positions_angstrom": [[-0.71076, 0.16057, -0.22141], [-3.90444, -2.30083, 3.65390], [-3.05952, -1.97107, 1.56212], [-3.08571, 0.34718, 1.18776], [-0.06282, -1.86547, 1.68145], [-0.32126, 3.04311, 0.45923], [0.87990, 3.92763, -0.87314], [0.32786, 3.34171, -2.78694], [-0.63334, 1.63103, -2.73866], [4.21043, -0.07905, -0.19363], [2.56108, -0.78803, -0.01425], [1.68055, 0.41621, -0.22691], [2.60233, -1.70110, -1.54716], [2.25636, -1.08451, -2.73832], [2.33028, -1.82300, -3.90942], [2.73469, -3.15031, -3.87871], [3.06062, -3.75819, -2.67281], [2.98566, -3.03143, -1.49439], [4.24584, 0.48932, -1.12197], [4.93561, -0.89229, -0.20403], [4.37627, 0.57269, 0.66244], [1.88701, -0.06745, -2.73320], [2.03248, -1.36566, -4.84422], [2.76901, -3.72478, -4.79678], [3.34317, -4.80346, -2.64738], [3.18582, -3.49795, -0.53661], [1.69441, -0.56396, 3.35620], [0.40814, -0.68966, 2.93835], [-0.40520, 0.16940, 3.55345], [-0.17140, -1.31573, -1.68132], [-1.62228, -1.28728, -1.43634]]}

---

(4)
{"formula": "C24H68N6O10", "method": "the ωB97M-V functional and the def2-TZVPD basis", "lumo_ev": 0.10, "multiplicity": 1, "smiles": "NC(N)=O.NC(N)=O.NC(N)=O.CC(C)O.CC(C)O.CC(C)O.CC(C)O.CC(C)O.CC(C)O.CC(C)O", "orbital_gap_ev": 9.62, "elements": ["N", "C", "N", "O", "H", "H", "H", "H", "N", "C", "N", "O", "H", "H", "H", "H", "N", "C", "N", "O", "H", "H", "H", "H", "C", "C", "C", "O", "H", "H", "H", "H", "H", "H", "H", "H", "C", "C", "C", "O", "H", "H", "H", "H", "H", "H", "H", "H", "C", "C", "C", "O", "H", "H", "H", "H", "H", "H", "H", "H", "C", "C", "C", "O", "H", "H", "H", "H", "H", "H", "H", "H", "C", "C", "C", "O", "H", "H", "H", "H", "H", "H", "H", "H", "C", "C", "C", "O", "H", "H", "H", "H", "H", "H", "H", "H", "C", "C", "C", "O", "H", "H", "H", "H", "H", "H", "H", "H"], "positions_angstrom": [[-3.77544, 1.17403, -2.20836], [-3.79297, 2.46135, -2.04978], [-4.01397, 2.96109, -3.22266], [-3.45305, 3.06479, -1.04367], [-3.14807, 0.63731, -1.62660], [-3.99352, 0.78586, -3.11492], [-3.74772, 3.92083, -3.39028], [-4.25987, 2.35867, -3.99515], [-4.36282, 3.36469, 7.12892], [-3.94400, 2.83473, 5.98006], [-4.01133, 3.58015, 4.89846], [-3.61806, 1.69503, 5.88801], [-4.68689, 4.32121, 7.14129], [-4.55272, 2.86280, 7.98456], [-3.90809, 3.25378, 3.94824], [-4.09087, 4.58691, 4.88406], [-2.76680, -5.29280, -2.47227], [-3.93944, -5.65985, -2.89714], [-4.92163, -4.97526, -2.46313], [-3.99940, -6.53484, -3.76286], [-1.93836, -5.70602, -2.87606], [-2.72506, -4.55818, -1.78039], [-5.83654, -5.17947, -2.83907], [-4.75578, -4.37716, -1.66634], [0.91124, -0.95137, -0.85359], [0.21173, -0.90656, 0.45055], [0.14846, 0.43818, 1.16513], [-0.98346, -1.53618, 0.26125], [0.27806, -0.53182, -1.63538], [1.21277, -1.97848, -1.05908], [1.82846, -0.36293, -0.82987], [0.73899, -1.54128, 1.16276], [-0.66459, 0.47020, 1.89040], [-0.00729, 1.34629, 0.58273], [1.11333, 0.55179, 1.65932], [-1.30815, -1.73609, 1.14228], [-5.93758, -2.74091, 3.98581], [-4.66893, -3.45558, 4.48825], [-4.52049, -4.81849, 3.94515], [-3.52565, -2.72495, 4.13227], [-5.96693, -2.57096, 2.90954], [-6.01339, -1.79218, 4.51709], [-6.81419, -3.32587, 4.26414], [-4.61450, -3.42855, 5.57655], [-3.81182, -5.35089, 4.57953], [-4.17222, -4.97670, 2.92447], [-5.47037, -5.34773, 4.02103], [-3.49495, -1.86293, 4.55367], [-0.58806, -3.65536, -7.27847], [-0.13006, -3.09485, -8.57637], [0.91090, -4.02845, -9.20595], [-1.27460, -3.04396, -9.39925], [-1.01944, -4.65255, -7.36571], [-1.43534, -3.07973, -6.90582], [0.14298, -3.63686, -6.47016], [0.14468, -2.05735, -8.38606], [1.82763, -4.17053, -8.63368], [1.26646, -3.48520, -10.08149], [0.46409, -4.95818, -9.55817], [-1.35787, -3.92632, -9.76817], [7.01220, 0.31358, -8.39007], [5.65522, 0.46966, -7.83354], [5.38579, -0.35249, -6.48004], [5.33039, 1.79677, -7.47213], [6.95911, 0.58164, -9.44526], [7.31678, -0.73121, -8.32898], [7.75385, 0.86617, -7.81327], [5.04805, 0.03751, -8.62896], [6.12561, -0.18027, -5.69831], [5.54100, -1.41008, -6.69342], [4.38447, -0.19889, -6.07772], [4.44253, 1.92443, -7.13006], [4.13561, 4.84564, 4.21696], [4.17299, 4.69142, 5.77149], [2.76990, 4.80677, 6.39062], [4.62136, 3.45008, 5.94860], [3.78189, 5.86151, 4.04089], [3.50215, 4.12800, 3.69559], [5.11179, 4.76079, 3.73953], [4.82396, 5.43509, 6.23117], [2.87990, 4.65844, 7.46486], [2.13739, 4.01451, 5.99017], [2.41594, 5.79429, 6.09458], [4.88564, 3.29234, 6.85793], [-0.22596, 7.49700, 1.99381], [-1.54067, 8.24131, 1.60631], [-1.39841, 9.71631, 1.57295], [-1.88474, 7.82586, 0.28851], [0.60141, 7.75617, 1.33322], [-0.36086, 6.41549, 1.97843], [0.17138, 7.72294, 2.98334], [-2.28619, 7.97867, 2.35687], [-2.26888, 10.16380, 1.09324], [-0.61253, 9.79970, 0.82226], [-0.99104, 10.17338, 2.47476], [-2.03079, 6.87732, 0.31187], [4.19910, -6.91927, 3.32352], [4.19792, -5.39014, 3.42001], [3.08944, -4.74921, 4.33920], [5.39081, -4.90409, 4.03675], [4.87338, -7.29037, 2.55168], [3.30164, -7.48184, 3.06627], [4.62972, -7.34751, 4.22867], [4.10600, -4.89189, 2.45493], [2.09707, -4.78839, 3.89002], [3.24105, -3.67710, 4.46444], [2.99275, -5.21155, 5.32154], [5.33738, -5.02858, 4.98715]]}

---

(5)
{"formula": "C2H3O3PS", "method": "the ωB97M-V functional and the def2-TZVPD basis", "lumo_ev": 5.87, "charge": -2, "multiplicity": 1, "orbital_gap_ev": 4.95, "elements": ["C", "C", "O", "O", "O", "P", "S", "H", "H", "H"], "positions_angstrom": [[-0.85494, 1.58407, 0.55733], [-1.47027, 0.27498, 0.65856], [0.68242, -2.80246, -1.17308], [2.35049, -0.79952, -1.29547], [1.88112, -1.93697, 0.94315], [1.54855, -1.79503, -0.50310], [-2.42530, 1.53254, -0.37332], [-0.78112, 2.43803, 1.43277], [0.11782, 1.79095, -0.13404], [-1.04877, -0.28659, -0.11279]]}

---

(6)
{"formula": "C7H13N3", "method": "the ωB97M-V functional and the def2-TZVPD basis", "lumo_ev": 0.87, "multiplicity": 1, "smiles": "[H]/N=C(/C/C=C\\NN)C(=C)C", "orbital_gap_ev": 8.66, "elements": ["H", "N", "C", "C", "C", "C", "N", "N", "C", "C", "C", "H", "H", "H", "H", "H", "H", "H", "H", "H", "H", "H", "H"], "positions_angstrom": [[2.10491, 1.74520, -2.16703], [1.22222, 1.32565, -2.38683], [0.67363, 0.81431, -1.37813], [-0.73853, 0.26088, -1.62353], [-0.87378, -1.16753, -1.12541], [-1.32412, -1.49524, 0.08326], [-1.95760, -0.73457, 0.99699], [-2.20631, -1.03250, 2.29388], [1.27088, 0.93274, -0.02182], [0.76633, 1.72374, 0.90688], [2.47257, 0.07570, 0.08231], [-1.08444, 0.12100, -2.64679], [-1.40762, 0.95399, -0.91596], [-0.55294, -1.93046, -1.66190], [-1.32867, -2.57246, 0.56911], [-2.09635, 0.26594, 0.92927], [-1.34739, -1.05557, 2.80761], [-2.87010, -1.74651, 2.48545], [-0.22948, 2.22314, 0.73536], [1.35817, 1.86634, 1.76132], [3.27110, 0.25010, -0.59142], [2.20335, -0.84376, -0.21620], [2.67419, 0.01987, 1.08357]]}

---

(7)
{"formula": "H2N3", "method": "the ωB97M-V functional and the def2-TZVPD basis", "lumo_ev": -8.24, "charge": 1, "multiplicity": 1, "smiles": "N#[N+]N", "orbital_gap_ev": 11.24, "elements": ["N", "N", "N", "H", "H"], "positions_angstrom": [[2.08882, -1.17967, 0.21835], [1.10652, -0.67832, -0.01172], [-0.47314, -0.03633, -0.41851], [-0.78063, -0.99227, -0.67777], [-0.62296, 0.47830, 0.45574]]}

---

(8)
{"formula": "C6H11N3O", "method": "the ωB97M-V functional and the def2-TZVPD basis", "lumo_ev": 0.71, "multiplicity": 1, "smiles": "Cc1c[nH]cn1.CC(N)=O", "orbital_gap_ev": 9.47, "elements": ["C", "C", "C", "N", "C", "N", "H", "H", "H", "H", "H", "H", "C", "C", "N", "O", "H", "H", "H", "H", "H"], "positions_angstrom": [[-1.13152, 1.61305, -2.93680], [-0.18441, 1.05129, -1.93939], [0.50814, 1.64702, -0.93389], [1.38587, 0.69933, -0.46907], [1.19584, -0.42050, -1.20529], [0.25420, -0.25155, -2.08553], [-1.99886, 2.15114, -2.53127], [-1.57958, 0.83396, -3.54462], [-0.63279, 2.31489, -3.60282], [0.56127, 2.68705, -0.66526], [1.95922, 0.82916, 0.34637], [1.73543, -1.32829, -0.98608], [-1.04441, -0.62883, 2.47605], [0.27151, -1.33135, 2.65112], [0.59900, -2.19278, 1.63487], [0.95819, -1.25653, 3.65474], [-1.00895, 0.30234, 1.90263], [-1.44542, -0.27899, 3.43099], [-1.79004, -1.31690, 2.07543], [1.44619, -2.70992, 1.81533], [-0.05887, -2.41360, 0.91251]]}

---

Question: Number 8 is which compound?
Answer: C6H11N3O